Entry 1:
The following is a DFT calculation (ωB97M-V with the def2-TZVPD basis set) of a cluster of 3 separate species, C5H17NO2 in total.

Each atom is followed by the atoms it is bonded to, with distances in Å.
Atoms and positions in Å:
1 C 0.9868 -2.0054 -1.0280  C2 1.555, H7 1.083, H8 1.086, H9 1.086
2 C 0.8917 -0.4562 -0.9335  C1 1.555, N3 1.476, H10 1.088, H11 1.086
3 N -0.5201 -0.0956 -0.6965  C2 1.476, C4 1.502, C5 1.464
4 C -1.3217 -0.2419 -1.9579  N3 1.502, H12 1.090, H13 1.090, H14 1.083
5 C -0.6238 1.2500 -0.1286  N3 1.464, C6 1.546, H15 1.101, H16 1.084
6 C -1.7810 1.2746 0.8964  C5 1.546, H17 1.085, H18 1.095, H19 1.092
7 H 0.2546 -2.3592 -0.3131  C1 1.083
8 H 0.9084 -2.3479 -2.0561  C1 1.086
9 H 1.9890 -2.2958 -0.7261  C1 1.086
10 H 1.2132 0.0277 -1.8533  C2 1.088
11 H 1.4766 -0.2078 -0.0529  C2 1.086
12 H -2.0988 -0.9457 -1.6601  C4 1.090
13 H -0.7283 -0.7881 -2.6907  C4 1.090
14 H -1.6421 0.7426 -2.2748  C4 1.083
15 H -0.7276 2.0763 -0.8490  C5 1.101
16 H 0.2985 1.4846 0.3911  C5 1.084
17 H -2.3370 0.3442 0.9356  C6 1.085
18 H -2.4940 2.0805 0.6958  C6 1.095
19 H -1.3832 1.4813 1.8916  C6 1.092
20 O 1.0940 -2.0095 2.2431  H21 0.957, H22 0.964
21 H 1.8379 -2.4597 2.6432  O20 0.957
22 H 1.0563 -2.2217 1.3038  O20 0.964
23 O 1.5967 2.4831 2.0005  H24 0.963, H25 0.962
24 H 1.0076 2.0184 2.6035  O23 0.963
25 H 1.0461 3.1711 1.6159  O23 0.962

Values from the calculation:
SMILES string: CCN(C)CC.O.O
Charge: 0
Energy above the lowest of the compared OMol25 structures with the same formula, charge and spin, kcal/mol: 36.33
HOMO level, eV: -8.43



Entry 2:
The following is a DFT calculation (ωB97M-V with the def2-TZVPD basis set) of a cluster of 3 separate species, C5H17NO2 in total.

Each atom is followed by the atoms it is bonded to, with distances in Å.
Atoms and positions in Å:
1 C 1.6305 0.5914 -2.1717  C2 1.580, H7 1.082, H8 1.028, H9 1.036
2 C 0.1446 0.6935 -1.6452  C1 1.580, N3 1.463, H10 1.089, H11 1.106
3 N -0.2321 -0.3395 -0.6798  C2 1.463, C4 1.529, H12 1.049
4 C -1.2647 0.0022 0.3953  N3 1.529, C5 1.552, C6 1.509, H13 1.171
5 C -2.6155 -0.7084 0.1136  C4 1.552, H14 1.126, H15 1.111, H16 1.081
6 C -0.7318 -0.5078 1.7114  C4 1.509, H17 1.183, H18 1.099, H19 1.091
7 H 1.8717 1.5132 -2.6835  C1 1.082
8 H 2.2737 0.5108 -1.3738  C1 1.028
9 H 1.8155 -0.2742 -2.7107  C1 1.036
10 H -0.4665 0.5831 -2.5397  C2 1.089
11 H 0.1590 1.6879 -1.1622  C2 1.106
12 H -0.4635 -1.2650 -1.1170  N3 1.049
13 H -1.3897 1.1668 0.3808  C4 1.171
14 H -2.5360 -1.8193 -0.0545  C5 1.126
15 H -3.0680 -0.1149 -0.7095  C5 1.111
16 H -3.2774 -0.6127 0.9624  C5 1.081
17 H -1.4499 -0.2362 2.6113  C6 1.183
18 H 0.2172 -0.0139 1.9635  C6 1.099
19 H -0.5862 -1.5538 1.9845  C6 1.091
20 O 2.1845 -1.2955 1.1011  H21 0.988, H22 1.019
21 H 1.3566 -1.6774 1.4829  O20 0.988
22 H 1.6463 -0.7659 0.4172  O20 1.019
23 O 1.5894 1.8692 1.3700  H24 0.975, H25 0.990
24 H 0.8593 1.3510 0.9847  O23 0.975
25 H 2.3328 1.2155 1.3688  O23 0.990

Values from the calculation:
SMILES string: CCNC(C)C.O.O
Charge: 0
Energy above the lowest of the compared OMol25 structures with the same formula, charge and spin, kcal/mol: 37.90
HOMO level, eV: -9.18



Entry 3:
The following is a DFT calculation (ωB97M-V with the def2-TZVPD basis set) of a cluster of 3 separate species, C5H17NO2S2 in total.

Each atom is followed by the atoms it is bonded to, with distances in Å.
Atoms and positions in Å:
1 C 1.1082 -2.2481 0.9581  C2 1.513, H9 1.122, H10 1.070, H11 1.048
2 C -0.2712 -2.6370 1.4435  C1 1.513, S3 1.869, H12 1.244, H13 1.113
3 S -1.3440 -1.1953 0.9317  C2 1.869, S4 1.984
4 S -1.5643 -0.9402 -1.0233  S3 1.984, C5 1.849
5 C -0.0004 -0.2785 -1.7557  S4 1.849, C6 1.571, H14 1.145, H15 1.184
6 C 0.3936 1.2425 -1.7493  C5 1.571, C7 1.485, N8 1.455, H16 1.179
7 C -0.7433 2.0557 -2.2517  C6 1.485, H17 1.043, H18 1.096, H19 1.109
8 N 1.0081 1.8052 -0.5568  C6 1.455, H20 1.133, H21 0.968
9 H 1.8491 -2.8953 1.4986  C1 1.122
10 H 1.4850 -1.2764 1.2001  C1 1.070
11 H 1.2993 -2.5823 -0.0171  C1 1.048
12 H -0.4310 -2.4728 2.6659  C2 1.244
13 H -0.5846 -3.6103 1.0050  C2 1.113
14 H -0.0512 -0.7843 -2.7819  C5 1.145
15 H 0.9208 -0.9056 -1.3555  C5 1.184
16 H 1.3400 1.2518 -2.4520  C6 1.179
17 H -1.5759 1.5611 -1.8640  C7 1.043
18 H -0.8435 2.1470 -3.3389  C7 1.096
19 H -0.9273 3.1458 -2.1670  C7 1.109
20 H 0.4758 1.8345 0.4430  N8 1.133
21 H 1.1398 2.7294 -0.8130  N8 0.968
22 O -0.6187 3.0637 3.1131  H23 0.992, H24 0.957
23 H -0.2530 2.4819 3.8285  O22 0.992
24 H -1.5046 2.7577 2.9197  O22 0.957
25 O 3.9887 0.3997 0.1771  H26 0.953, H27 1.027
26 H 4.2920 1.2988 0.2660  O25 0.953
27 H 2.9647 0.3353 0.1341  O25 1.027

Values from the calculation:
SMILES string: CCSSC[C@@H](C)N.O.O
Charge: 0
Energy above the lowest of the compared OMol25 structures with the same formula, charge and spin, kcal/mol: 50.25
HOMO level, eV: -8.71



Entry 4:
The following is a DFT calculation (ωB97M-V with the def2-TZVPD basis set) of a cluster of 3 separate species, C5H17NO3 in total.

Each atom is followed by the atoms it is bonded to, with distances in Å.
Atoms and positions in Å:
1 C 0.1563 1.1259 -1.1140  O2 1.385, C3 1.625, H8 1.095, H9 1.100
2 O -0.5710 2.2794 -0.8694  C1 1.385, H10 0.961
3 C -0.5545 -0.1568 -0.4146  C1 1.625, C4 1.551, N7 1.427, H11 1.089
4 C 0.6008 -1.1340 -0.0757  C3 1.551, C5 1.560, H12 1.094, H13 1.090
5 C 0.2302 -2.1370 1.0599  C4 1.560, C6 1.541, H14 1.098, H15 1.096
6 C 1.3400 -2.0230 2.1232  C5 1.541, H16 1.088, H17 1.089, H18 1.117
7 N -1.6086 -0.6326 -1.2507  C3 1.427, H19 1.039, H20 1.024
8 H 0.2049 1.0074 -2.2017  C1 1.095
9 H 1.1931 1.2389 -0.7645  C1 1.100
10 H -0.4256 2.5705 0.0345  O2 0.961
11 H -1.0579 0.0795 0.5212  C3 1.089
12 H 0.9117 -1.7235 -0.9431  C4 1.094
13 H 1.5193 -0.5843 0.1283  C4 1.090
14 H -0.7415 -1.9784 1.5464  C5 1.098
15 H 0.2753 -3.1364 0.6133  C5 1.096
16 H 1.1629 -2.5264 3.0712  C6 1.088
17 H 1.6738 -0.9959 2.2620  C6 1.089
18 H 2.2677 -2.5814 1.8480  C6 1.117
19 H -2.4344 -0.0023 -1.2766  N7 1.039
20 H -1.3409 -0.7835 -2.2272  N7 1.024
21 H -4.0426 2.0865 -1.5476  O23 0.975
22 H -2.4062 1.7996 -1.1940  O23 0.943
23 O -3.3186 1.8054 -0.9577  H21 0.975, H22 0.943
24 H 3.6767 0.7201 0.6395  O26 0.982
25 H 2.9784 0.6878 2.0127  O26 0.979
26 O 3.6246 0.1950 1.4672  H24 0.982, H25 0.979

Values from the calculation:
Charge: +1
Energy above the lowest of the compared OMol25 structures with the same formula, charge and spin, kcal/mol: 1.84
HOMO level (spin up / spin down), eV: -14.63 / -14.63
2S+1: 2



Entry 5:
The following is a DFT calculation (ωB97M-V with the def2-TZVPD basis set) of a cluster of 5 separate species, C5H17NO6 in total.

Each atom is followed by the atoms it is bonded to, with distances in Å.
Atoms and positions in Å:
1 C 2.2187 1.2809 -1.0999  C2 1.335, H9 1.090, H10 1.087
2 C 1.7726 0.2442 -0.3868  C1 1.335, N3 1.387, C4 1.512
3 N 1.4621 0.3376 0.9615  C2 1.387, H11 1.025, H12 1.011
4 C 1.4893 -1.1057 -1.0074  C2 1.512, C5 1.532, H13 1.086, H14 1.084
5 C 0.1493 -1.1394 -1.7490  C4 1.532, C6 1.500, H15 1.085, H16 1.094
6 C -1.0181 -1.0784 -0.8097  C5 1.500, O7 1.210, O8 1.327
7 O -1.1293 -1.7316 0.2030  C6 1.210
8 O -1.9314 -0.1925 -1.1881  C6 1.327, H17 1.010
9 H 2.4307 2.2587 -0.6682  C1 1.090
10 H 2.4063 1.1779 -2.1653  C1 1.087
11 H 1.4324 -0.5353 1.4979  N3 1.025
12 H 1.8914 1.0944 1.4771  N3 1.011
13 H 1.5212 -1.8652 -0.2319  C4 1.086
14 H 2.2837 -1.3475 -1.7040  C4 1.084
15 H 0.0931 -0.3191 -2.4567  C5 1.085
16 H 0.0689 -2.0520 -2.3478  C5 1.094
17 H -2.6313 -0.0711 -0.4702  O8 1.010
18 O -1.0426 1.2817 1.8988  H19 0.982, H20 0.966
19 H -0.9090 1.8849 1.1361  O18 0.982
20 H -0.3351 0.6333 1.7845  O18 0.966
21 O 0.8401 -2.1612 2.1336  H22 0.963, H23 0.983
22 H 0.5124 -2.5694 2.9415  O21 0.963
23 H 0.0757 -2.0922 1.5191  O21 0.983
24 O -3.3851 0.2626 0.9129  H25 0.994, H26 0.970
25 H -2.5737 0.5444 1.4123  O24 0.994
26 H -3.9185 1.0710 0.8672  O24 0.970
27 O -0.7642 2.3875 -0.6611  H28 0.973, H29 0.976
28 H -1.1975 1.5926 -1.0177  O27 0.973
29 H 0.1880 2.2091 -0.7817  O27 0.976

Values from the calculation:
SMILES string: C=C(N)CCC(=O)O.O.O.O.O
Charge: 0
Energy above the lowest of the compared OMol25 structures with the same formula, charge and spin, kcal/mol: 0.00
HOMO level, eV: -8.70



Entry 6:
The following is a DFT calculation (ωB97M-V with the def2-TZVPD basis set) of a cluster of 6 separate species, C5H17O7 in total.

Each atom is followed by the atoms it is bonded to, with distances in Å.
Atoms and positions in Å:
1 O -0.7970 0.4869 -1.3385  C2 1.262
2 C 0.4239 0.2075 -1.1862  O1 1.262, O3 1.257, C4 1.525
3 O 0.8783 -0.9531 -1.0210  C2 1.257
4 C 1.4727 1.3129 -1.1247  C2 1.525, C5 1.547, H8 1.101, H9 1.061
5 C 1.4616 1.7995 0.3437  C4 1.547, C6 1.508, H10 1.097, H11 1.097
6 C 0.6780 3.0759 0.5156  C5 1.508, C7 1.328, H12 1.109
7 C -0.4186 3.2626 1.2401  C6 1.328, H13 1.125, H14 1.072
8 H 1.0388 2.0074 -1.8600  C4 1.101
9 H 2.3576 1.1915 -1.6974  C4 1.061
10 H 2.4902 2.1150 0.5584  C5 1.097
11 H 1.1179 0.9446 0.9388  C5 1.097
12 H 1.0382 3.8607 -0.1802  C6 1.109
13 H -0.8200 2.4934 1.9568  C7 1.125
14 H -1.0375 4.1373 1.2337  C7 1.072
15 H -0.4538 -1.9256 -1.7751  O17 0.981
16 H -1.6746 -0.7773 -2.0752  O17 1.088
17 O -1.3697 -1.8206 -2.1116  H15 0.981, H16 1.088
18 H -2.1551 1.2215 1.4496  O20 0.961
19 H -2.6841 -0.1694 1.4804  O20 0.955
20 O -2.4210 0.5359 2.0684  H18 0.961, H19 0.955
21 H -2.2099 -2.0150 -0.3616  O23 0.973
22 H -2.8291 -1.1682 0.6731  O23 0.955
23 O -2.9975 -1.9860 0.2087  H21 0.973, H22 0.955
24 H 2.3892 -0.5844 0.6171  O26 0.952
25 H 3.1277 -1.5265 1.5493  O26 0.971
26 O 3.0594 -0.5926 1.2937  H24 0.952, H25 0.971
27 H 0.3776 -2.8818 1.1759  O29 0.958
28 H 0.7532 -3.1160 -0.2786  O29 0.978
29 O 0.8889 -3.4733 0.6214  H27 0.958, H28 0.978

Values from the calculation:
Charge: 0
HOMO level (spin up / spin down), eV: -10.75 / -10.71
2S+1: 2



Entry 7:
The following is a DFT calculation (ωB97M-V with the def2-TZVPD basis set) of a cluster of 4 separate species, C5H18N2O3 in total.

Each atom is followed by the atoms it is bonded to, with distances in Å.
Atoms and positions in Å:
1 C 0.1314 2.3660 1.5656  C2 1.332, H8 1.077, H9 1.108
2 C -0.9350 1.5681 1.5475  C1 1.332, N3 1.406, C4 1.536
3 N -2.1962 1.9612 2.0303  C2 1.406, H10 1.017, H11 1.009
4 C -0.7985 0.1250 1.0395  C2 1.536, C5 1.542, H12 1.153, H13 1.091
5 C -1.5090 -0.1171 -0.3078  C4 1.542, C6 1.545, N7 1.480, H14 1.109
6 C -0.7183 0.4114 -1.5255  C5 1.545, H15 1.070, H16 1.099, H17 1.099
7 N -2.0075 -1.5053 -0.4347  C5 1.480, H18 1.021, H19 1.020
8 H 0.1321 3.4339 1.7061  C1 1.077
9 H 1.1932 2.0533 1.5257  C1 1.108
10 H -2.2723 2.9739 1.9704  N3 1.017
11 H -2.9131 1.4150 1.5776  N3 1.009
12 H -1.3934 -0.5063 1.7986  C4 1.153
13 H 0.2765 -0.0146 0.9185  C4 1.091
14 H -2.3988 0.5415 -0.2414  C5 1.109
15 H -1.3047 1.1479 -2.0335  C6 1.070
16 H 0.2997 0.7146 -1.2443  C6 1.099
17 H -0.5820 -0.4111 -2.2415  C6 1.099
18 H -1.1817 -2.0893 -0.2962  N7 1.021
19 H -2.3552 -1.6606 -1.3809  N7 1.020
20 O 0.7657 -2.9704 -0.2290  H21 0.961, H22 0.977
21 H 1.0775 -3.7659 0.2119  O20 0.961
22 H 1.3272 -2.8740 -1.0231  O20 0.977
23 O 2.7931 0.8620 -0.8752  H24 0.964, H25 0.971
24 H 3.4648 1.3049 -1.4060  O23 0.964
25 H 2.6733 1.4507 -0.1128  O23 0.971
26 O 2.8015 -1.7723 -1.5797  H27 0.959, H28 0.962
27 H 2.8736 -1.3280 -2.4266  O26 0.959
28 H 2.5899 -1.1151 -0.9100  O26 0.962

Values from the calculation:
SMILES string: C=C(N)C[C@@H](C)N.O.O.O
Charge: 0
Energy above the lowest of the compared OMol25 structures with the same formula, charge and spin, kcal/mol: 22.53
HOMO level, eV: -8.25



Entry 8:
The following is a DFT calculation (ωB97M-V with the def2-TZVPD basis set) of a cluster of 4 separate species, C5H18N2O4 in total.

Each atom is followed by the atoms it is bonded to, with distances in Å.
Atoms and positions in Å:
1 C 0.3241 -1.2906 -0.7023  C2 1.528, H9 1.087, H10 1.090, H11 1.090
2 C -0.7429 -0.5639 0.1145  C1 1.528, C3 1.539, N5 1.469, H12 1.096
3 C -1.6626 -1.5812 0.8131  C2 1.539, N4 1.454, H13 1.093, H14 1.091
4 N -2.5786 -2.2733 -0.0799  C3 1.454, H15 1.007, H16 1.013
5 N -0.1685 0.3989 1.0640  C2 1.469, C6 1.454, C7 1.388
6 C -1.0817 1.4269 1.5370  N5 1.454, H17 1.093, H18 1.087, H19 1.091
7 C 0.8848 0.0332 1.8900  N5 1.388, O8 1.211, H20 1.093
8 O 1.1636 0.6656 2.8849  C7 1.211
9 H 1.1394 -0.6282 -0.9837  C1 1.087
10 H -0.1327 -1.6663 -1.6178  C1 1.090
11 H 0.7540 -2.1278 -0.1517  C1 1.090
12 H -1.3436 0.0303 -0.5831  C2 1.096
13 H -1.0707 -2.3275 1.3495  C3 1.093
14 H -2.2653 -1.0784 1.5705  C3 1.091
15 H -2.1260 -2.8492 -0.7716  N4 1.007
16 H -3.2366 -1.6396 -0.5187  N4 1.013
17 H -1.9478 1.0206 2.0652  C6 1.093
18 H -0.5613 2.0817 2.2306  C6 1.087
19 H -1.4012 2.0230 0.6811  C6 1.091
20 H 1.4461 -0.8255 1.5140  C7 1.093
21 O 3.3396 0.1493 0.0327  H22 0.984, H23 0.958
22 H 2.8151 0.8716 -0.3814  O21 0.984
23 H 3.9073 0.5693 0.6798  O21 0.958
24 O 1.6012 2.1405 -0.7798  H25 0.992, H26 0.957
25 H 1.0858 1.8803 -1.5865  O24 0.992
26 H 1.0363 1.9244 -0.0385  O24 0.957
27 O 0.1270 1.2261 -3.0386  H28 0.962, H29 0.987
28 H 0.0394 1.8971 -3.7228  O27 0.962
29 H 0.6556 0.5127 -3.4705  O27 0.987

Values from the calculation:
SMILES string: C[C@@H](CN)N(C)C=O.O.O.O
Charge: 0
Energy above the lowest of the compared OMol25 structures with the same formula, charge and spin, kcal/mol: 19.05
HOMO level, eV: -8.94



Entry 9:
The following is a DFT calculation (ωB97M-V with the def2-TZVPD basis set) of a cluster of 2 separate species, C5H18N3O in total.

Each atom is followed by the atoms it is bonded to, with distances in Å.
Atoms and positions in Å:
1 N -0.4095 2.7414 1.2805  C2 1.510, H9 1.027, H10 1.032, H11 1.029
2 C -1.1923 2.1283 0.1436  N1 1.510, C3 1.544, H12 1.097, H13 1.100
3 C -0.2657 1.7048 -1.0171  C2 1.544, N4 1.486, H14 1.094, H15 1.109
4 N 0.9968 1.2299 -0.3939  C3 1.486, C5 1.485, H16 1.015
5 C 1.1052 -0.2515 -0.3818  N4 1.485, C6 1.539, H17 1.109, H18 1.096
6 C 0.9825 -0.8456 1.0328  C5 1.539, N7 1.522, H19 1.101, H20 1.112
7 N 1.5172 -2.2610 0.8718  C6 1.522, C8 1.486, H21 1.024
8 C 0.4492 -3.2197 0.4853  N7 1.486, H22 1.100, H23 1.075, H24 1.093
9 H 0.5446 2.3670 1.2150  N1 1.027
10 H -0.4167 3.7617 1.1272  N1 1.032
11 H -0.7860 2.2925 2.1263  N1 1.029
12 H -1.8914 1.3644 0.5053  C2 1.097
13 H -1.8818 2.8993 -0.2307  C2 1.100
14 H -0.7392 0.9580 -1.6614  C3 1.094
15 H -0.0560 2.5024 -1.7583  C3 1.109
16 H 1.7851 1.5568 -0.9428  N4 1.015
17 H 0.2762 -0.6868 -0.9760  C5 1.109
18 H 2.0157 -0.6294 -0.8599  C5 1.096
19 H 1.7579 -0.4520 1.7081  C6 1.101
20 H -0.0211 -0.8696 1.5110  C6 1.112
21 H 2.0827 -2.6205 1.6455  N7 1.024
22 H -0.1615 -3.3308 1.3936  C8 1.100
23 H 0.9053 -4.1527 0.2080  C8 1.075
24 H -0.1574 -2.7271 -0.2787  C8 1.093
25 H -2.7184 -0.7528 -2.6325  O27 0.971
26 H -1.6583 -1.7765 -2.1832  O27 0.970
27 O -2.0631 -0.9305 -1.9377  H25 0.971, H26 0.970

Values from the calculation:
Charge: +2
HOMO level (spin up / spin down), eV: -17.49 / -17.49
2S+1: 2



Across the entries above, E takes the values -11044.6811; -11044.6131; -32714.0959; -13083.6706; -19237.3610; -19788.8629; -14598.9397; -16647.6202; -11976.1247 eV, respectively.